# C49H109O3P3

A cluster of 4 separate species, C49H109O3P3 in total in a non-equilibrium geometry (ωB97M-V with the def2-TZVPD basis set, the Open Molecules 2025 dataset).

Geometry as XYZ:
```
164
Properties=species:S:1:pos:R:3:forces:R:3:mulliken_charge:R:1
C 8.00647 1.19949 -4.26095 0.2 -2.7 1.5 -1.3227
C 7.29862 1.28658 -2.90347 1.3 0.2 0.1 -0.6338
C 5.83665 0.96440 -2.85843 -0.7 0.0 -0.2 -0.1305
C 5.25392 1.53866 -1.56938 0.0 0.8 0.9 -0.8889
P 3.44235 1.49083 -1.39979 -1.0 0.6 0.1 0.2842
C 2.95355 2.19836 0.19617 0.7 1.7 -0.1 -0.0184
C 3.53836 3.62424 0.52282 1.5 -0.6 -3.1 -0.5423
C 3.61116 3.86398 1.96909 0.3 0.6 1.2 -1.0110
C 2.22856 4.02423 2.61920 0.9 -0.6 0.2 -0.7592
C 2.53305 2.39051 -2.74612 1.3 0.1 0.1 0.0297
C 2.86189 3.94880 -2.88218 -1.3 -1.6 -0.7 -0.7125
C 1.64586 4.69869 -2.31176 1.4 0.9 -0.5 -0.1578
C 2.02748 6.07517 -1.80335 -0.2 -1.0 2.6 -1.6185
C 2.79923 -0.20328 -1.40047 0.5 0.5 -0.2 0.5302
C 3.58806 -1.09202 -0.42767 0.0 0.8 -0.6 0.4082
C 3.33846 -2.56785 -0.66345 0.2 -0.3 -1.3 -0.1132
C 3.92243 -3.09181 -1.99667 1.3 1.5 1.2 -1.2503
H 7.53453 1.71998 -5.05233 -0.6 0.3 -0.9 0.3807
H 8.15180 0.07686 -4.44457 -0.3 1.6 -0.4 0.2859
H 8.98914 1.58918 -4.09309 0.7 0.3 -0.2 0.4012
H 7.45377 2.29956 -2.49930 -0.2 -0.2 -0.1 0.4145
H 7.85411 0.61491 -2.24466 -0.1 0.1 0.2 0.3174
H 5.59069 -0.11373 -2.91670 0.3 0.4 -0.2 0.0492
H 5.41981 1.46936 -3.74363 -0.4 -0.2 0.3 0.2744
H 5.58800 2.60370 -1.45084 -0.5 -0.8 -0.3 0.8104
H 5.64674 1.07121 -0.62789 -0.2 0.1 -0.9 0.7557
H 3.11932 1.57002 1.05490 0.6 -0.6 0.0 0.3226
H 1.89583 2.29202 0.14778 -1.2 -0.1 -0.3 0.1704
H 3.01576 4.41982 0.01024 -0.8 0.0 0.0 -0.3337
H 4.52247 3.72711 -0.06299 -0.8 -0.3 1.5 0.3183
H 4.25249 4.72451 2.22940 -0.4 -0.1 -0.3 0.3744
H 4.12125 3.02488 2.38619 0.5 -0.7 0.7 0.4695
H 1.68350 4.71820 1.99216 -0.4 0.6 0.5 0.4459
H 2.39248 4.27800 3.67734 -0.5 0.5 -0.5 0.4683
H 1.65993 3.09243 2.65585 0.1 -0.1 -0.3 -0.1552
H 1.48897 2.23277 -2.48047 -0.1 -0.1 -0.1 0.2380
H 2.78150 1.77750 -3.62587 -0.1 0.3 0.0 -0.1669
H 2.94644 4.24260 -3.97128 0.5 -0.5 1.3 0.4134
H 3.75875 4.12105 -2.30170 0.3 0.5 -0.2 0.3779
H 1.18903 4.11322 -1.55880 -0.6 -0.6 0.9 0.0198
H 0.95653 4.83676 -3.12279 -0.7 -0.2 -0.3 0.6500
H 2.28931 6.67487 -2.58924 0.5 1.7 -2.1 0.5450
H 2.97133 6.03955 -1.18874 -1.1 0.1 -0.2 0.3070
H 1.17617 6.54715 -1.25407 0.9 -0.3 -0.3 0.3422
H 2.83035 -0.46508 -2.47277 0.1 -0.5 0.4 0.1358
H 1.76270 -0.13896 -1.10388 -0.5 0.2 -0.1 -0.2923
H 3.28404 -0.86649 0.59717 0.0 0.3 -0.2 -1.3669
H 4.64659 -0.74469 -0.55323 -0.5 -1.2 0.4 0.5434
H 2.27072 -2.82348 -0.81047 0.2 0.4 1.1 -0.3362
H 3.80582 -3.10071 0.16294 -0.4 -0.3 0.0 0.6989
H 4.09483 -4.12726 -1.83744 0.5 -1.0 -0.4 0.5040
H 4.86690 -2.52812 -2.21235 -0.5 -0.8 0.0 0.1935
H 3.26017 -2.95748 -2.81681 -0.6 0.2 -0.7 0.2153
C -2.77301 -2.04626 8.20100 0.7 0.3 -1.0 -1.1551
C -3.36781 -2.19615 6.80016 0.0 0.0 -0.8 -0.8165
C -2.41554 -1.77195 5.57877 -1.9 -0.4 0.7 -0.5894
C -2.18221 -0.25850 5.52180 -1.2 0.1 0.0 -1.6101
P -1.97281 0.36286 3.84737 0.7 1.2 0.1 1.2070
C -1.99461 2.19272 3.82416 -0.3 -0.3 -1.9 -1.0934
C -1.66483 2.85533 5.12661 0.7 0.0 0.6 -0.4994
C -1.28550 4.32813 4.89798 -2.0 1.0 1.5 -0.3458
C -2.40703 5.16345 4.25218 -0.9 -0.7 0.0 -1.2478
C -0.35522 -0.18508 3.30328 0.3 0.5 0.3 -0.3603
C 0.82785 0.50443 4.06432 -0.2 0.4 -0.1 -0.5703
C 2.18505 0.38542 3.31326 -1.1 0.5 0.2 1.0751
C 2.77155 -1.00532 3.25496 0.6 -0.6 0.0 -1.6442
C -3.12375 -0.20630 2.63043 -1.5 -0.3 0.2 -0.2437
C -4.60448 0.13339 2.98292 1.5 1.6 1.3 -0.7229
C -5.74185 -0.44857 2.22514 -0.8 0.3 -2.3 -0.2887
C -6.99505 0.41742 2.35957 -1.0 -1.3 0.7 -1.4902
H -1.82561 -2.59891 8.21495 -0.1 0.1 0.3 0.2913
H -3.44545 -2.45290 8.93909 -0.1 0.0 0.3 0.4218
H -2.55527 -0.99008 8.42194 -0.1 -0.3 0.1 0.2598
H -4.31863 -1.65366 6.74690 0.3 0.5 -0.2 0.3222
H -3.76643 -3.21288 6.66730 0.8 0.0 -0.2 0.4784
H -2.89838 -2.15536 4.65579 0.1 0.3 0.4 0.1414
H -1.45841 -2.23831 5.61486 0.7 -0.7 0.3 0.5534
H -1.29189 0.04162 6.05471 0.3 0.1 0.3 0.7630
H -3.02924 0.25708 5.99735 0.2 0.0 -0.2 0.6544
H -2.92732 2.52371 3.32455 0.3 -0.1 0.5 0.9704
H -1.20398 2.43886 3.05956 -0.6 -0.2 0.6 -0.0449
H -0.78359 2.29278 5.43698 0.3 0.4 0.6 0.3651
H -2.39824 2.64411 5.92837 0.0 0.6 -0.5 0.3757
H -0.52885 4.41838 4.18270 1.8 -0.3 -0.8 -0.1022
H -0.97160 4.86985 5.81285 0.0 -0.7 -0.3 0.5240
H -2.49624 4.80759 3.20645 -0.5 0.3 0.5 0.2316
H -2.19644 6.21705 4.21774 0.6 0.4 -0.1 0.4473
H -3.38091 5.14138 4.79767 0.6 -0.5 -0.5 0.2904
H -0.35844 -0.06686 2.20590 0.2 0.0 0.2 -0.4021
H -0.43256 -1.23716 3.51789 0.4 -0.8 -0.1 0.9256
H 0.92107 0.09963 5.09363 -0.1 0.2 -0.5 0.2959
H 0.56397 1.59579 4.14852 0.5 -1.0 0.0 -0.3043
H 2.93425 1.03806 3.77014 -0.2 0.1 0.1 0.7229
H 1.94787 0.84069 2.34493 0.3 -0.5 -0.1 -1.1266
H 3.55368 -1.07724 2.46520 -0.5 -0.1 0.8 0.5431
H 2.07277 -1.83234 3.13342 -0.4 0.2 -0.5 0.2104
H 3.21997 -1.25523 4.22241 0.3 0.2 -0.1 0.4612
H -2.93214 -1.27295 2.51392 0.0 0.0 -0.6 0.3275
H -2.90025 0.42600 1.76474 0.5 -0.7 -0.3 0.3904
H -4.54213 1.24027 2.90843 -0.8 -0.4 0.0 0.1322
H -4.84587 -0.06129 4.04928 0.4 0.1 -0.3 0.4082
H -5.92139 -1.41104 2.63962 -0.4 -1.0 0.3 0.3852
H -5.58563 -0.62648 1.12749 0.4 0.3 0.9 0.2376
H -7.10723 1.25532 1.73805 0.9 1.5 -0.9 0.3796
H -7.10802 0.73776 3.38327 -0.1 0.2 0.4 0.3596
H -7.94149 -0.07277 2.08471 0.4 -0.6 0.3 0.4275
C 2.47548 -0.36147 -5.89548 -0.3 -0.2 -0.6 -0.9780
C 1.11527 -1.09560 -5.99264 0.4 -1.5 -0.1 -0.6360
C 0.41835 -1.22727 -4.65268 -0.2 0.2 0.9 0.3261
C -0.79482 -2.16074 -4.66231 -1.5 1.0 -1.0 -1.4151
P -1.69095 -2.37954 -3.09518 0.7 0.2 -1.3 0.9189
C -3.10067 -3.41062 -3.50845 0.5 0.3 1.7 -1.1764
C -2.72085 -4.83239 -3.82077 -1.3 -0.4 -1.0 -1.2550
C -3.72493 -5.92461 -3.40762 0.8 0.1 1.4 -0.4819
C -3.19159 -7.29045 -3.76367 -0.6 -1.4 -0.5 -1.3296
C -0.58555 -3.09756 -1.90161 1.2 0.5 1.9 0.6855
C -1.36814 -3.58207 -0.65137 1.5 1.3 0.9 -0.8926
C -0.42896 -3.91093 0.56435 0.7 0.9 -1.9 0.0752
C -1.18311 -4.45861 1.69836 -0.1 0.5 1.9 -1.7107
C -2.13571 -0.72787 -2.56079 2.5 -0.3 -2.1 1.1544
C -3.25632 -0.02439 -3.32656 -1.0 -0.6 0.0 -0.9333
C -3.85802 1.14733 -2.52808 0.8 0.8 -1.0 0.2483
C -4.81059 2.00939 -3.35708 1.1 1.1 0.4 -1.6123
H 2.84975 -0.25708 -6.91880 0.1 0.0 0.1 0.4873
H 3.26633 -0.93925 -5.33609 -1.0 0.8 -0.2 0.2124
H 2.30110 0.67726 -5.54756 0.4 -0.6 0.2 0.1650
H 1.27706 -2.17347 -6.32964 -0.1 1.4 -0.1 0.3481
H 0.42372 -0.59060 -6.70575 0.6 -0.4 0.3 0.3264
H 0.15156 -0.21949 -4.31617 -0.2 -0.1 0.0 0.2740
H 1.07464 -1.61523 -3.86020 0.4 0.1 -0.3 -0.2148
H -0.53801 -3.10348 -5.13657 0.0 -0.3 0.1 0.5816
H -1.64149 -1.72426 -5.29426 1.1 -0.4 0.4 0.5685
H -3.53237 -2.89599 -4.33670 -0.7 0.2 -0.6 0.8565
H -3.76721 -3.31868 -2.64838 -0.2 -0.1 0.0 0.5068
H -1.80687 -5.16307 -3.39901 1.1 0.0 0.8 0.4623
H -2.50345 -4.82406 -4.88150 -0.2 -0.5 -0.5 0.5966
H -4.74974 -5.92578 -3.74113 -0.2 0.8 -0.8 0.4181
H -3.87823 -5.82332 -2.29856 0.4 -0.2 -0.7 0.2621
H -2.18514 -7.62560 -3.47202 -0.5 0.4 0.9 0.3424
H -3.10406 -7.43119 -4.83288 -0.2 0.4 -0.6 0.3525
H -3.99192 -8.01533 -3.51511 0.8 0.0 0.3 0.3671
H 0.11263 -2.27953 -1.47312 -1.0 -0.9 -1.1 -1.3105
H 0.03910 -3.91067 -2.32323 -0.4 0.5 0.0 1.1065
H -1.85265 -4.49581 -0.90616 -1.1 -0.5 0.0 0.6765
H -2.00791 -2.73684 -0.30884 -0.1 -0.9 -0.3 0.1056
H 0.19841 -3.05967 0.87465 -0.5 0.2 -0.3 -0.1425
H 0.29437 -4.64382 0.20739 0.1 -0.2 0.0 0.5096
H -2.04116 -3.85439 1.99746 -0.3 0.0 -0.4 0.2516
H -0.58441 -4.47759 2.61537 0.2 -0.2 -0.2 0.4289
H -1.47167 -5.45559 1.49882 -0.7 -1.1 -0.1 0.5095
H -1.08828 -0.31202 -2.84149 -1.7 0.1 0.9 -0.8145
H -2.08905 -0.83562 -1.50432 -0.7 0.6 1.1 -0.3789
H -4.07265 -0.77579 -3.54101 0.6 0.8 0.2 0.3275
H -2.90652 0.33312 -4.33356 -0.2 -0.3 1.0 0.3202
H -3.04249 1.80125 -2.16873 0.0 -0.3 -0.3 0.0556
H -4.35642 0.86884 -1.62092 -0.3 -0.8 0.5 0.2294
H -4.35322 2.43193 -4.25975 0.1 -0.4 0.1 0.3460
H -5.04470 2.88491 -2.75156 -0.3 0.0 0.0 0.4361
H -5.72460 1.54559 -3.62315 -0.9 -0.7 -0.3 0.3928
O -1.32234 1.69741 0.56266 -0.4 -2.5 0.4 -0.2384
C -0.66238 0.83849 -0.33105 0.0 -2.1 2.0 -0.7775
O 0.00343 1.27087 -1.26533 -0.1 0.9 -0.4 -0.6059
O -0.78345 -0.35737 0.07021 0.1 0.6 -0.6 0.6465
H -1.16917 2.56260 0.32078 0.5 3.1 -1.1 0.2188
```
Positions in Å, forces in eV/Å.

Calculated values
charge: +2
frontier orbital gap: 10.3 eV
HOMO energy: -0.498 Eh
energy relative to the best compared isomer or geometry (same formula, charge and spin): 2.329 eV
E_tot: -3181.705540 Eh